# 1
A structure of composition C9H12N3PbS4Sb in a non-equilibrium geometry, computed with the ωB97M-V functional and the def2-TZVPD basis.

The geometry in ORCA input format:
```
! wB97M-V def2-TZVPD RIJCOSX def2/J DEFGRID3
* xyz 0 1
Pb 0.00 0.00 0.00
S 2.93 -1.38 -3.47
Sb 1.72 -2.20 -2.05
S -0.46 -1.08 -2.18
S 2.21 -1.12 0.09
S 1.64 -4.65 -2.00
N 1.56 1.05 2.50
C 1.45 1.71 3.69
C 0.12 2.03 3.83
C -0.48 1.52 2.67
N 0.39 0.92 1.85
H 2.40 0.67 2.06
H 2.32 1.89 4.32
H -0.34 2.55 4.65
H -1.53 1.55 2.38
N -1.89 0.95 -0.08
C -2.53 1.26 1.14
C -3.07 0.24 1.92
C -3.61 0.51 3.18
C -3.58 1.81 3.68
C -2.98 2.82 2.94
C -2.44 2.54 1.68
H -1.85 1.77 -0.71
H -2.37 0.19 -0.57
H -3.07 -0.79 1.55
H -4.05 -0.29 3.77
H -4.00 2.02 4.66
H -2.93 3.83 3.34
H -1.94 3.34 1.13
H -0.75 -1.41 0.86
*
```

For the total energy, the calculation gives -2540.0354 Ha. The strongest force on any atom is 0.13215 Eh/bohr.

---

# 2
The molecule C9H12N4O in a non-equilibrium geometry, computed with the ωB97M-V functional and the def2-TZVPD basis.

The geometry in ORCA input format:
```
! wB97M-V def2-TZVPD RIJCOSX def2/J DEFGRID3
* xyz 0 1
C 1.36 -2.88 -0.37
O 0.89 -1.97 0.70
C -0.24 -1.23 0.31
C -1.13 -0.92 1.43
C -1.97 0.12 1.29
C -1.84 1.00 0.14
C -2.91 2.05 -0.03
N -0.97 0.87 -0.79
C 0.03 -0.15 -0.69
N 1.22 0.55 -0.25
C 1.90 1.39 -1.02
C 3.00 1.64 -0.21
N 2.89 0.97 0.99
N 1.82 0.34 0.91
H 0.62 -3.70 -0.65
H 2.24 -3.23 0.06
H 1.57 -2.28 -1.21
H -0.99 -1.95 -0.28
H -1.17 -1.44 2.39
H -2.78 0.31 2.03
H -2.95 2.71 0.83
H -3.68 1.52 -0.40
H -2.57 2.71 -0.95
H 0.18 -0.50 -1.79
H 1.71 1.80 -2.01
H 3.78 2.28 -0.45
*
```

For the total energy, the calculation gives -644.2690 Ha. The strongest force on any atom is 0.11308 Eh/bohr. The energy relative to the best compared isomer or geometry (same formula, charge and spin) comes out at 373.4 kJ/mol. As for the SMILES: CO[C@H]1C=CC(C)=N[C@H]1n1ccnn1.

---

The following orbital gap values (in eV) correspond, in order, to the records above: 5.13, 9.42.
The following M values (in g mol⁻¹) correspond, in order, to the records above: 619.444, 192.222.